Entry 1:
Formula: C4H13NO2
Source: the Open Molecules 2025 dataset
Level of theory: wB97M-V/def2-TZVPD

```
20
Properties=species:S:1:pos:R:3:lowdin_charge:R:1
H -0.70911 -3.39132 1.47266 0.07
C 0.80525 -1.05660 -0.23789 -0.17
O -2.80157 0.56576 0.08610 -0.06
C 2.21792 0.69986 -1.07768 -0.14
H 0.45843 -1.36459 1.76332 0.10
H 2.83641 -0.13271 -1.44227 0.08
C 0.11749 -1.61734 0.75761 -0.17
H -0.87765 3.62454 -0.13780 0.03
H 0.07058 2.59855 -0.68628 0.02
H 1.77926 0.22396 0.90957 0.11
N 1.32492 0.27073 0.00187 -0.13
H -1.85620 0.74148 0.18557 0.01
H 1.57777 0.83949 -1.95739 0.07
H 2.70603 1.65283 -0.86516 0.08
H -2.85662 -0.20862 -0.48320 0.03
C -0.90921 -2.71776 0.61845 -0.11
O -0.20393 3.00911 0.14554 -0.06
H -1.92044 -2.32277 0.79636 0.07
H -0.77119 -3.28227 -0.29376 0.07
H 0.69424 -1.08860 -1.31602 0.11
```

Output
LUMO level (eV): 0.80
HOMO-LUMO gap (eV): 8.9
Relative energy (zero: lowest compared OMol25 entry of this formula, charge and spin) (eV): 1.821
Calculated total energy (eV): -9942.37547



Entry 2:
Formula: C4H13NO2
Source: the Open Molecules 2025 dataset
Level of theory: wB97M-V/def2-TZVPD

```
20
Properties=species:S:1:pos:R:3:lowdin_charge:R:1
C 1.89328 -1.05628 0.00658 -0.29
C -1.12657 1.76560 -0.50446 -0.36
H 0.18048 -2.49012 1.78273 0.07
H -2.94884 2.07260 -1.14813 0.08
H 0.79791 -2.77092 -0.62844 0.11
N -0.95443 2.83320 0.44217 0.02
H -1.27091 -2.22649 0.80086 0.07
O 2.61525 -0.96710 -1.22334 -0.07
H -0.37119 -0.87626 1.46912 0.06
H -1.52661 3.63624 0.21357 0.07
H 0.00664 -1.28014 -1.01635 0.10
C 0.58820 -1.77229 -0.23348 -0.26
H -1.17917 2.54012 1.38385 0.07
H 1.70083 -0.05793 0.40962 0.11
H 3.13468 -0.16063 -1.20276 0.08
C -0.27193 -1.86543 1.01694 -0.11
O -2.46594 1.34913 -0.73291 -0.07
H -0.65798 2.06029 -1.44893 0.12
H -0.62691 0.87277 -0.12872 0.09
H 2.48323 -1.60638 0.74209 0.12
```

Output
LUMO level (eV): 0.86
HOMO-LUMO gap (eV): 10.8
Relative energy (zero: lowest compared OMol25 entry of this formula, charge and spin) (eV): 0.782
Calculated total energy (eV): -9943.41481



Entry 3:
Formula: C4H13NO2
Source: the Open Molecules 2025 dataset
Level of theory: wB97M-V/def2-TZVPD

```
20
Properties=species:S:1:pos:R:3:lowdin_charge:R:1
H -0.92377 -2.38613 1.95402 0.09
H 0.55838 -2.29821 -0.17782 0.16
O -3.04158 1.74228 -1.74722 -0.10
H -2.38988 -1.72500 1.38039 0.10
O 1.31569 3.35794 0.48744 -0.08
H 1.32850 0.55955 -0.05979 0.09
C 2.75768 -0.77159 -1.01565 0.18
H 1.25712 2.33540 0.40596 0.03
C -1.33842 -1.39671 1.63288 -0.04
H -0.88962 0.19891 0.05454 0.12
H 2.12852 3.52396 -0.03312 0.05
H -1.40165 -1.34147 -0.56720 0.13
H -1.35914 -0.64646 2.41354 0.08
N 0.54755 -1.31262 -0.05561 0.10
H -2.48525 2.27212 -1.11300 0.05
C -0.83262 -0.88772 0.25025 -0.18
H -3.57776 0.99146 -1.37408 0.06
H 3.53187 -0.00005 -1.22476 0.10
C 1.55112 -0.42996 -0.39557 -0.06
H 3.26328 -1.78570 -0.81519 0.13
```

Output
Net charge: +1
LUMO level (spin up / spin down) (eV): -4.33 / -7.46
HOMO-LUMO gap (spin up / spin down) (eV): 10.0 / 6.8
Relative energy (zero: lowest compared OMol25 entry of this formula, charge and spin) (eV): 2.047
Calculated total energy (eV): -9934.10901
Expectation value of S²: 0.78
2S+1: 2



Entry 4:
Formula: C4H13NO2P
Source: the Open Molecules 2025 dataset
Level of theory: wB97M-V/def2-TZVPD

```
21
Properties=species:S:1:pos:R:3:lowdin_charge:R:1
H 2.52359 0.84109 1.72115 0.13
H 0.30288 1.41939 0.59092 0.17
C -3.37103 -1.18945 0.39268 -0.01
H 0.28561 -0.85854 -1.15686 0.10
C 0.04679 -0.38677 -0.18882 -0.12
H -3.59459 -1.35074 -0.63050 0.08
O -1.21424 2.09660 0.37603 -0.31
H -0.34499 -1.09780 0.54673 0.08
H -2.57624 -1.89148 0.53748 0.08
H 2.37275 0.12711 -1.33268 0.12
H -4.30382 -1.22134 0.90179 0.10
C 1.86861 0.02361 1.32785 0.02
O -2.80062 0.15514 0.61490 -0.28
C 1.89859 1.03772 -0.91527 -0.01
H 2.38503 -0.80532 0.91124 0.10
H -2.44644 0.95312 -1.38552 0.04
H 1.19939 -0.29817 2.08254 0.09
P -1.80392 0.87395 -0.23881 0.70
N 1.02835 0.58294 0.19874 -0.31
H 2.69614 1.77044 -0.60287 0.13
H 1.28176 1.60043 -1.62630 0.11
```

Output
Net charge: +1
LUMO level (eV): -2.83
HOMO-LUMO gap (eV): 11.5
Relative energy (zero: lowest compared OMol25 entry of this formula, charge and spin) (eV): 0.543
Calculated total energy (eV): -19225.24808